{
  "formula": "C8H26N2O2P",
  "method": "the ωB97M-V functional and the def2-TZVPD basis",
  "orbital_gap_ev": 5.931,
  "multiplicity": 1,
  "total_charge": -1,
  "species": ["C", "C", "C", "O", "C", "P", "N", "H", "H", "H", "H", "H", "H", "H", "H", "H", "H", "H", "H", "H", "H", "H", "C", "C", "C", "O", "C", "N", "H", "H", "H", "H", "H", "H", "H", "H", "H", "H", "H"],
  "coordinates": [[-0.235, -2.638, 1.518], [1.118, -2.198, 2.334], [2.511, -2.298, 1.440], [2.373, -1.803, 0.062], [3.669, -1.406, -0.520], [3.462, 0.345, -1.350], [3.139, 1.946, -2.127], [-0.982, -3.120, 2.314], [-0.769, -1.681, 1.084], [-0.036, -3.364, 0.602], [0.982, -1.092, 2.751], [1.244, -2.988, 3.217], [2.808, -3.438, 1.436], [3.301, -1.620, 2.024], [4.539, -1.290, 0.257], [3.985, -2.119, -1.403], [4.490, 0.078, -2.324], [4.474, 0.891, -0.478], [2.456, 0.605, -0.339], [2.430, -0.200, -2.242], [2.137, 2.211, -1.969], [3.242, 1.892, -3.167], [-3.595, 0.857, -1.600], [-4.092, 1.455, -0.286], [-3.093, 2.441, 0.363], [-1.980, 1.815, 1.007], [-0.940, 1.419, 0.126], [-4.441, 0.361, 0.632], [-2.851, 0.068, -1.453], [-4.428, 0.404, -2.150], [-3.155, 1.628, -2.242], [-5.006, 2.016, -0.513], [-3.624, 2.984, 1.155], [-2.751, 3.198, -0.353], [-0.821, 2.110, -0.712], [-1.122, 0.406, -0.235], [-0.004, 1.399, 0.693], [-4.872, 0.762, 1.467], [-3.564, -0.035, 0.980]]
}


{
  "formula": "C8H26O5",
  "method": "the ωB97M-V functional and the def2-TZVPD basis",
  "orbital_gap_ev": 10.284,
  "de_lowest_ev": 0.525,
  "multiplicity": 1,
  "smiles": "CCO.CCO.CCO.CCO.O",
  "species": ["C", "C", "O", "H", "H", "H", "H", "H", "H", "C", "C", "O", "H", "H", "H", "H", "H", "H", "C", "C", "O", "H", "H", "H", "H", "H", "H", "C", "C", "O", "H", "H", "H", "H", "H", "H", "O", "H", "H"],
  "coordinates": [[-1.776, 2.158, -1.978], [-3.089, 1.984, -2.713], [-2.902, 1.966, -4.115], [-1.070, 1.387, -2.280], [-1.929, 2.078, -0.902], [-1.330, 3.136, -2.182], [-3.811, 2.746, -2.399], [-3.504, 1.029, -2.357], [-3.514, 1.341, -4.508], [1.995, -0.654, 3.575], [0.774, 0.287, 3.523], [-0.207, -0.193, 2.638], [1.787, -1.485, 4.253], [2.872, -0.151, 3.997], [2.273, -1.104, 2.622], [1.082, 1.312, 3.302], [0.373, 0.254, 4.536], [0.110, 0.004, 1.740], [2.790, 1.334, 0.129], [1.537, 1.213, -0.712], [0.546, 0.522, 0.086], [3.168, 0.360, 0.424], [2.528, 1.972, 0.977], [3.564, 1.892, -0.402], [1.703, 0.644, -1.627], [1.109, 2.190, -0.942], [0.063, -0.083, -0.488], [-1.029, -2.664, 0.158], [-2.024, -1.913, -0.711], [-1.350, -1.105, -1.697], [-0.679, -2.020, 0.973], [-0.146, -3.015, -0.374], [-1.511, -3.518, 0.635], [-2.727, -1.301, -0.151], [-2.583, -2.680, -1.259], [-1.568, -1.430, -2.572], [2.834, -2.382, -0.060], [3.507, -2.324, 0.624], [2.134, -1.788, 0.235]]
}


{
  "formula": "C8H26O6",
  "method": "the ωB97M-V functional and the def2-TZVPD basis",
  "orbital_gap_ev": 10.263,
  "de_lowest_ev": 1.268,
  "multiplicity": 1,
  "smiles": "OCCO.CCO.CCO.CO.CO",
  "species": ["O", "C", "C", "O", "H", "H", "H", "H", "H", "H", "C", "C", "O", "H", "H", "H", "H", "H", "H", "C", "C", "O", "H", "H", "H", "H", "H", "H", "C", "O", "H", "H", "H", "H", "C", "O", "H", "H", "H", "H"],
  "coordinates": [[3.699, -2.066, -2.525], [4.270, -1.502, -1.347], [3.230, -1.248, -0.279], [2.780, -2.446, 0.318], [3.612, -3.012, -2.387], [5.066, -2.124, -0.928], [4.732, -0.558, -1.649], [2.404, -0.656, -0.693], [3.664, -0.608, 0.499], [2.087, -2.818, -0.246], [-0.969, -2.475, -0.023], [-0.419, -3.833, -0.432], [0.730, -3.647, -1.277], [-1.437, -1.978, -0.866], [-0.150, -1.862, 0.365], [-1.641, -2.622, 0.824], [-1.196, -4.371, -0.985], [-0.162, -4.435, 0.442], [0.700, -4.304, -1.975], [1.300, 0.977, 1.906], [0.659, 1.924, 0.958], [-0.713, 2.073, 1.345], [0.976, 1.181, 2.925], [2.393, 1.053, 1.894], [1.118, -0.070, 1.654], [0.700, 1.558, -0.079], [1.144, 2.906, 0.915], [-1.159, 2.602, 0.675], [-3.137, 5.116, 0.594], [-1.804, 5.419, 0.175], [-3.217, 5.301, 1.663], [-3.886, 5.697, 0.056], [-3.372, 4.057, 0.431], [-1.872, 5.793, -0.707], [-3.101, 0.401, -0.129], [-3.914, -0.338, -1.018], [-2.396, 0.978, -0.716], [-3.647, 1.033, 0.583], [-2.525, -0.251, 0.543], [-4.546, -0.846, -0.504]]
}


{
  "formula": "C8H27N5O6",
  "method": "the ωB97M-V functional and the def2-TZVPD basis",
  "orbital_gap_ev": 9.170,
  "de_lowest_ev": 3.539,
  "multiplicity": 1,
  "smiles": "COCCNCCOC.NC(N)=O.NC(N)=O.O.O",
  "species": ["C", "O", "C", "C", "N", "C", "C", "O", "C", "H", "H", "H", "H", "H", "H", "H", "H", "H", "H", "H", "H", "H", "H", "H", "N", "C", "N", "O", "H", "H", "H", "H", "N", "C", "N", "O", "H", "H", "H", "H", "O", "H", "H", "O", "H", "H"],
  "coordinates": [[0.750, -1.517, 1.628], [1.642, -1.430, 2.713], [1.840, -0.121, 3.305], [2.456, 1.034, 2.468], [3.824, 0.679, 2.186], [4.559, 1.644, 1.419], [5.052, 2.889, 2.323], [5.427, 4.019, 1.537], [5.851, 5.103, 2.327], [1.010, -0.840, 0.814], [-0.204, -1.149, 2.004], [0.676, -2.551, 1.291], [2.395, -0.216, 4.238], [0.942, 0.106, 3.880], [2.276, 1.917, 3.081], [1.930, 1.189, 1.525], [4.315, 0.494, 3.049], [4.015, 1.909, 0.513], [5.431, 1.104, 1.050], [5.860, 2.527, 2.959], [4.163, 3.225, 2.856], [6.735, 4.824, 2.899], [4.991, 5.429, 2.912], [6.107, 5.860, 1.586], [-6.890, -3.328, -1.642], [-6.976, -2.937, -0.369], [-7.666, -3.867, 0.336], [-6.556, -1.841, 0.029], [-7.490, -4.024, -2.061], [-6.301, -2.743, -2.219], [-7.757, -3.702, 1.328], [-7.998, -4.697, -0.134], [-0.316, -2.626, -4.842], [-1.507, -2.972, -4.584], [-1.474, -3.974, -3.814], [-2.475, -2.241, -4.596], [0.300, -3.391, -5.078], [-0.337, -1.883, -5.527], [-2.071, -4.282, -3.060], [-0.605, -4.483, -3.889], [-3.711, 4.846, -2.698], [-2.943, 4.319, -2.474], [-3.404, 5.435, -3.387], [-1.644, 0.989, -1.969], [-2.208, 0.789, -1.222], [-2.014, 0.484, -2.692]]
}


Here are the calculated calculated total energy numbers, same order: -921.54841; -696.55110; -771.75652; -1046.14951 (hartree).